Record 1
C25H48Cl3N4O4SiTi | wB97M-V/def2-TZVPD

Structure (XYZ):
```
86
Properties=species:S:1:pos:R:3:lowdin_charge:R:1
C -1.213 4.811 -0.434 -0.097
C -1.621 4.408 -1.814 -0.219
H -0.167 5.164 -0.451 0.081
H -1.282 3.980 0.280 -0.002
H -1.830 5.658 -0.078 0.092
C -1.574 5.342 -2.778 -0.126
C -0.991 6.693 -2.562 -0.111
H -2.017 5.182 -3.758 0.095
H 0.017 6.642 -2.125 0.076
H -1.599 7.342 -1.913 0.081
H -0.909 7.194 -3.530 0.067
Ti -0.579 0.182 1.226 0.145
Cl -1.082 0.404 3.357 0.081
Cl -2.664 0.573 0.368 0.105
C -1.596 -2.499 0.488 -0.245
O -0.604 -1.711 0.581 -0.191
N -1.651 -3.493 -0.393 -0.149
C -0.488 -3.888 -1.193 -0.008
C -2.949 -4.034 -0.769 -0.027
H -2.460 -2.375 1.148 0.149
H 0.362 -4.130 -0.543 0.089
H -0.197 -3.116 -1.921 0.076
H -0.796 -4.783 -1.745 0.089
H -3.534 -4.222 0.139 0.100
H -2.782 -4.960 -1.319 0.086
H -3.509 -3.334 -1.411 0.103
H 4.184 1.925 3.693 0.101
H 2.496 2.347 0.497 -0.004
C 4.477 1.298 2.835 -0.039
C 3.388 1.725 0.631 -0.047
N 3.353 1.067 1.940 -0.145
H 4.861 0.337 3.211 0.094
C 2.400 0.218 2.306 -0.240
O 1.425 -0.111 1.574 -0.247
H 3.452 1.008 -0.192 0.094
H 2.512 -0.244 3.300 0.149
H 5.262 1.804 2.266 0.085
H 4.271 2.364 0.628 0.082
O -0.971 2.086 -1.726 -0.322
C -2.065 2.968 -2.027 -0.289
C -1.876 2.938 -4.531 -0.081
C -2.634 2.667 -3.396 -0.188
H -0.917 3.457 -4.418 0.116
C -2.347 2.565 -5.794 -0.074
H -2.836 2.769 -1.269 0.107
C -3.903 2.083 -3.500 -0.024
H -1.722 2.746 -6.668 0.104
C -3.610 1.976 -5.903 -0.099
C -4.385 1.748 -4.768 -0.090
H -4.466 1.917 -2.577 0.121
H -3.985 1.706 -6.890 0.098
H -5.372 1.286 -4.846 0.100
Si -0.261 0.683 -2.342 0.405
Cl 0.254 2.290 0.643 0.289
C 0.688 1.161 -3.893 -0.162
C -1.618 -0.539 -2.779 -0.154
C 1.055 -0.250 -1.394 -0.176
H 0.068 1.074 -4.798 0.024
H 1.537 0.466 -3.992 0.021
H 1.087 2.186 -3.822 0.041
H 1.378 0.272 -0.488 -0.047
H 1.935 -0.355 -2.041 0.043
H 0.745 -1.264 -1.118 0.012
H -2.131 -0.243 -3.703 0.031
H -2.368 -0.608 -1.983 -0.014
H -1.198 -1.542 -2.943 0.015
C 0.765 -1.632 5.872 -0.065
N 1.392 -2.874 5.484 -0.140
C 1.671 -3.832 6.529 -0.069
C 1.336 -3.133 4.130 -0.482
O 0.608 -2.445 3.392 -0.012
N 2.108 -4.082 3.513 -0.133
C 2.983 -5.058 4.119 -0.061
C 2.017 -3.996 2.079 -0.057
H 0.781 -1.560 6.963 0.083
H -0.267 -1.568 5.505 0.072
H 1.326 -0.782 5.460 0.080
H 1.229 -4.815 6.307 0.089
H 2.752 -3.938 6.704 0.080
H 1.222 -3.448 7.450 0.083
H 3.516 -5.562 3.308 0.082
H 3.720 -4.582 4.783 0.086
H 2.423 -5.815 4.690 0.084
H 0.992 -4.187 1.744 0.080
H 2.282 -2.984 1.751 0.092
H 2.703 -4.724 1.642 0.084
```

* F_max: 2.7 eV/Å
* spin multiplicity: 2
* frontier orbital gap (alpha / beta): 7.119 / 8.314 eV
* LUMO level (alpha / beta): 0.3 / 0.3 eV

***

Record 2
C25H48LuN3OPS | wB97M-V/def2-TZVPD

Structure (XYZ):
```
80
Properties=species:S:1:pos:R:3:lowdin_charge:R:1
Lu 0.109 0.024 0.616 1.638
C -0.919 0.051 2.791 -0.100
C -1.503 -1.018 2.031 -0.216
C -2.293 -0.408 1.001 -0.202
C -2.087 0.998 1.116 -0.103
C -1.274 1.288 2.231 -0.277
C -0.709 2.652 2.587 -0.551
C -0.252 2.694 4.044 -0.022
C -1.726 3.759 2.313 -0.019
C 0.516 2.850 1.675 -0.056
C -3.213 -0.936 -0.118 -0.520
C -4.385 0.049 -0.295 -0.032
C -3.846 -2.299 0.169 -0.029
C -2.454 -0.963 -1.450 -0.071
C -1.018 -2.470 2.225 -0.526
C 0.189 -2.496 3.173 -0.055
C -0.531 -3.019 0.875 -0.031
C -2.078 -3.378 2.862 -0.005
H -0.313 -0.081 3.673 0.122
H -2.576 1.745 0.509 0.121
H -1.078 2.490 4.725 0.111
H 0.146 3.680 4.285 0.103
H 0.538 1.965 4.246 0.079
H -2.636 3.612 2.894 0.110
H -2.003 3.807 1.258 0.084
H -1.307 4.728 2.584 0.103
H 1.281 2.074 1.860 0.050
H 1.026 3.798 1.858 0.115
H 0.234 2.856 0.606 0.083
H -4.914 0.212 0.644 0.112
H -5.092 -0.363 -1.014 0.102
H -4.067 1.019 -0.682 0.080
H -4.372 -2.295 1.123 0.106
H -3.147 -3.131 0.167 0.064
H -4.582 -2.509 -0.608 0.103
H -2.134 0.054 -1.709 0.053
H -3.098 -1.308 -2.262 0.111
H -1.580 -1.628 -1.444 0.064
H 1.017 -1.862 2.831 0.051
H 0.570 -3.516 3.243 0.106
H -0.074 -2.174 4.180 0.105
H 0.270 -2.395 0.391 0.054
H -1.319 -3.128 0.140 0.061
H -0.029 -3.981 0.994 0.113
H -2.413 -2.943 3.805 0.110
H -1.648 -4.357 3.080 0.104
H -2.951 -3.531 2.239 0.066
C 3.889 0.729 2.602 -0.219
S 3.745 -0.341 1.195 0.957
C 3.997 -1.919 1.963 -0.214
O 2.239 -0.321 0.809 -0.761
H 3.177 0.428 3.372 0.078
H 3.722 1.752 2.272 0.066
H 4.914 0.635 2.966 0.089
H 5.044 -1.966 2.267 0.088
H 3.807 -2.681 1.208 0.074
H 3.338 -2.032 2.822 0.065
C 1.134 -0.215 -5.364 -0.079
N 2.364 -0.401 -4.433 -0.059
C 3.142 0.939 -4.409 -0.083
N 2.290 2.000 -4.007 -0.137
C 1.142 2.116 -4.910 -0.121
N 0.352 0.884 -4.930 -0.135
C -0.346 0.634 -3.671 -0.293
P 0.855 0.436 -2.275 0.988
C 1.957 -0.831 -3.048 -0.237
C 1.901 1.928 -2.600 -0.289
H 0.583 -1.154 -5.344 0.153
H 1.552 -0.042 -6.355 0.158
H 2.968 -1.123 -4.833 0.191
H 3.499 1.084 -5.428 0.158
H 3.983 0.800 -3.731 0.151
H 1.505 2.323 -5.917 0.154
H 0.513 2.946 -4.594 0.149
H -0.965 -0.260 -3.753 0.097
H -1.014 1.469 -3.450 0.113
H 1.447 -1.792 -3.130 0.113
H 2.864 -0.967 -2.457 0.105
H 2.792 1.903 -1.969 0.103
H 1.338 2.824 -2.331 0.108
```

* F_max: 0.9 eV/Å
* charge: +3
* frontier orbital gap: 8.101 eV
* LUMO level: -8.7 eV

***

Record 3
C25H48N4O9PPdSi | wB97M-V/def2-TZVPD

Structure (XYZ):
```
89
Properties=species:S:1:pos:R:3:lowdin_charge:R:1
Pd -1.594 0.791 -0.801 1.210
O -2.154 4.993 -0.891 0.069
C -2.291 3.779 -0.897 -0.546
O -1.327 2.940 -1.086 -0.194
C -3.626 3.116 -0.720 -0.161
C -4.840 3.762 -0.650 0.035
C -5.994 2.983 -0.569 -0.002
C -5.895 1.601 -0.580 0.045
C -4.634 1.033 -0.657 -0.152
N -3.551 1.787 -0.705 0.075
C -4.350 -0.442 -0.784 -0.583
O -5.229 -1.257 -0.623 0.105
O -3.117 -0.704 -1.107 -0.111
H -4.867 4.842 -0.671 0.130
H -6.965 3.458 -0.519 0.122
H -6.757 0.950 -0.538 0.134
C 0.347 -3.282 -2.434 -0.015
C 1.543 -3.182 -1.493 -0.622
C 1.912 -4.548 -0.935 -0.013
C 2.721 -2.548 -2.212 -0.032
O 1.239 -2.304 -0.387 -0.086
Si -0.039 -2.157 0.591 0.066
O -0.780 -0.724 0.147 -0.195
O -1.001 -3.425 0.428 -0.083
C -2.053 -4.010 1.233 -0.614
C -2.761 -5.002 0.330 -0.018
C -1.421 -4.717 2.423 -0.018
C -3.005 -2.915 1.691 -0.014
O 0.362 -1.936 2.142 -0.074
C 1.424 -1.287 2.860 -0.621
C 0.764 -0.465 3.954 -0.014
C 2.297 -2.387 3.447 -0.011
C 2.245 -0.397 1.936 -0.029
H 0.618 -3.860 -3.318 0.096
H 0.037 -2.284 -2.752 0.092
H -0.497 -3.765 -1.943 0.080
H 2.172 -5.230 -1.745 0.095
H 1.069 -4.966 -0.383 0.082
H 2.765 -4.467 -0.259 0.091
H 3.052 -3.185 -3.032 0.094
H 3.556 -2.404 -1.523 0.089
H 2.430 -1.577 -2.620 0.076
H -2.056 -5.748 -0.039 0.089
H -3.210 -4.490 -0.522 0.095
H -3.550 -5.513 0.883 0.094
H -0.749 -5.507 2.083 0.092
H -2.200 -5.165 3.041 0.095
H -0.850 -4.013 3.028 0.074
H -3.405 -2.378 0.832 0.064
H -2.482 -2.205 2.339 0.086
H -3.835 -3.346 2.251 0.100
H 0.076 -1.089 4.525 0.095
H 0.191 0.357 3.518 0.072
H 1.512 -0.054 4.633 0.095
H 1.718 -3.006 4.132 0.093
H 3.144 -1.960 3.985 0.094
H 2.676 -3.023 2.645 0.091
H 1.596 0.308 1.408 0.051
H 2.768 -1.000 1.194 0.082
H 2.979 0.163 2.518 0.100
C 3.909 3.359 -1.971 -0.086
N 3.032 2.304 -1.477 -0.290
C 3.642 0.969 -1.451 -0.065
P 1.486 2.451 -0.982 0.583
O 0.660 1.283 -1.354 -0.301
N 1.454 2.884 0.581 -0.274
C 2.430 3.829 1.129 -0.074
C 0.395 2.547 1.532 -0.084
N 1.005 3.836 -1.996 -0.129
C 0.711 5.128 -1.457 -0.028
C 0.383 3.500 -3.260 -0.024
H 4.760 3.500 -1.301 0.093
H 3.384 4.308 -2.069 0.075
H 4.295 3.090 -2.956 0.096
H 3.991 0.708 -2.451 0.096
H 2.919 0.223 -1.133 0.055
H 4.494 0.960 -0.767 0.098
H 3.186 4.095 0.394 0.067
H 2.937 3.372 1.980 0.098
H 1.934 4.739 1.474 0.095
H -0.109 1.631 1.242 0.045
H -0.335 3.352 1.629 0.098
H 0.865 2.379 2.502 0.090
H 1.351 5.364 -0.613 0.084
H -0.352 5.112 -1.112 0.094
H 0.805 5.883 -2.239 0.121
H 0.834 2.603 -3.675 0.105
H 0.482 4.343 -3.944 0.113
H -0.676 3.309 -3.058 0.106
```

* F_max: 0.8 eV/Å
* charge: +1
* spin multiplicity: 5
* energy relative to the best compared isomer or geometry (same formula, charge and spin): 0.0 kcal/mol
* frontier orbital gap (alpha / beta): 9.199 / 5.983 eV
* LUMO level (alpha / beta): -2.6 / -6.1 eV